25
Properties=species:S:1:pos:R:3:forces:R:3 method="wB97M-V/def2-TZVPD" charge=+1 e_tot_ha=-624.9436 spin_multiplicity=1 gap_ev=7.518 relative_energy_kcal_mol=68.7
Na 0.806 2.116 -0.766 -0.0875 -0.1625 0.0392
C -4.156 1.055 -1.860 -2.0719 0.0873 -0.6906
O -3.429 1.073 -0.656 0.8328 0.1432 -0.2466
H -4.263 2.020 -2.355 0.6946 0.4133 0.4306
H -3.893 0.368 -2.665 0.8958 -0.3940 0.4244
H -5.203 0.818 -1.674 -0.1399 -0.1862 0.2419
H -3.879 0.546 0.009 -0.0688 -0.0304 -0.1685
C 3.352 -3.001 2.433 1.2412 -0.7430 -0.1340
O 2.931 -2.280 1.314 -1.1121 1.1343 -0.6999
H 2.803 -3.940 2.500 0.0109 -0.0257 0.4319
H 4.402 -3.195 2.215 0.2673 -0.5534 0.7012
H 3.320 -2.433 3.363 -0.4227 0.1505 -0.2834
H 2.971 -2.885 0.570 -0.0133 0.0875 -0.0560
C 0.161 2.650 4.749 2.2741 0.2508 -0.8325
O 1.345 3.198 3.965 -1.6373 -1.1902 0.4763
H -0.795 2.841 4.261 0.1209 0.4756 0.2304
H 0.316 1.571 4.744 0.0922 0.0627 -0.1722
H 0.265 2.947 5.792 -0.4573 0.3459 -0.1844
H 1.465 4.144 4.074 -0.4229 0.0478 0.3889
C 0.108 -1.619 -4.918 -0.8634 1.0120 -1.2562
O 0.679 -0.370 -4.501 0.2694 -0.3521 0.5269
H -0.594 -2.006 -4.179 0.6542 -0.1336 0.2703
H -0.524 -1.342 -5.762 -0.3320 -0.3891 -0.2152
H 0.829 -2.319 -5.340 0.1558 -0.2069 0.6929
H 0.985 0.042 -5.312 0.1199 0.1563 0.0847

---

17
Properties=species:S:1:pos:R:3:forces:R:3 method="wB97M-V/def2-TZVPD" smiles=OCCCSS.O e_tot_ha=-1067.1111 spin_multiplicity=1 gap_ev=8.912 relative_energy_kcal_mol=22.1
O 0.463 -0.955 -1.183 0.9634 0.4465 -0.9292
C 0.519 0.488 -1.175 -4.2887 -0.4113 0.8385
C -0.960 0.775 -0.613 1.9913 -0.7197 0.2772
C -1.085 0.776 0.893 -0.4286 0.2059 1.5651
S -0.985 -0.722 1.986 0.2796 -0.3978 -0.9004
S -2.244 -2.232 1.182 -0.0721 0.9837 0.9679
H 1.208 -1.247 -1.717 0.1172 -0.3816 0.0167
H 0.423 1.022 -2.134 1.1962 -0.6885 -0.0031
H 1.258 0.768 -0.467 0.7812 1.0657 -0.0904
H -1.498 -0.093 -1.056 -0.3817 1.2179 0.0727
H -1.271 1.796 -0.858 -0.2920 -0.4541 -0.6385
H -2.047 1.224 1.158 0.0968 0.0642 -0.0756
H -0.300 1.412 1.383 -0.5468 -0.4526 -0.4729
H -1.820 -2.135 -0.054 0.5261 -0.1377 -0.8418
O 2.991 -0.135 0.608 -1.3137 -0.2556 -0.4627
H 2.043 -0.440 0.550 1.5726 0.0666 0.5159
H 3.303 -0.302 1.498 -0.2009 -0.1513 0.1604

---

15
Properties=species:S:1:pos:R:3:forces:R:3 method="wB97M-V/def2-TZVPD" charge=+1 e_tot_ha=-933.0340 spin_multiplicity=1 gap_ev=8.604 relative_energy_kcal_mol=31.5
C -2.648 0.928 0.148 1.4878 -0.6408 -0.8258
N -1.741 -0.077 0.818 1.2629 0.4175 3.3197
H -3.704 0.687 0.202 0.1351 -0.0890 0.3549
H -2.353 1.876 0.534 -0.3285 0.7603 0.3666
H -2.280 0.885 -0.881 -0.5419 0.1712 -0.0534
H -1.971 -1.017 0.549 -0.3159 -0.7227 -0.0018
H -1.698 -0.038 1.948 -0.4442 -0.0943 -3.2779
H -0.716 0.037 0.529 -1.3569 0.4242 0.1468
C 2.754 -0.006 -1.257 2.4673 0.2628 0.1036
S 1.106 -0.341 -0.632 -0.2611 -0.6826 0.1730
S 1.219 -1.520 1.214 -1.1778 0.6883 -1.0498
H 3.170 0.994 -0.971 -0.6394 -0.8855 0.0654
H 2.827 -0.050 -2.357 -0.8775 -0.0223 0.3311
H 3.536 -0.774 -0.981 -1.1234 0.6023 0.1720
H 2.499 -1.584 1.139 1.7134 -0.1894 0.1756

---

14
Properties=species:S:1:pos:R:3:forces:R:3 method="wB97M-V/def2-TZVPD" smiles=CN[C@@H](C)C#N e_tot_ha=-266.7031 spin_multiplicity=1 gap_ev=10.602 relative_energy_kcal_mol=11.9
C 0.088 -1.771 0.815 -0.1713 -0.2502 -0.0377
N 0.605 -0.438 0.545 0.1996 -0.0421 -0.0535
C -0.317 0.396 -0.202 -0.2410 0.0519 0.1170
C -0.046 1.880 0.038 0.0191 0.0879 0.0035
C -0.300 0.080 -1.654 -0.0230 -0.2110 -0.9089
N -0.236 -0.180 -2.780 -0.0506 0.2225 0.9965
H -0.750 -1.678 1.517 0.1587 -0.0961 -0.0963
H 0.862 -2.381 1.288 -0.0909 0.1297 -0.0307
H -0.276 -2.315 -0.076 0.1298 0.1740 0.1318
H 1.498 -0.480 0.063 -0.0987 -0.0131 0.1161
H -1.324 0.154 0.167 0.1511 0.1146 -0.1473
H -0.748 2.510 -0.516 0.1176 -0.1153 0.0433
H -0.152 2.078 1.107 0.0389 -0.0170 -0.1504
H 0.973 2.138 -0.265 -0.1395 -0.0358 0.0164

---

19
Properties=species:S:1:pos:R:3:forces:R:3 method="wB97M-V/def2-TZVPD" e_tot_ha=-688.7623 spin_multiplicity=1 gap_ev="7.585 / 8.626" relative_energy_kcal_mol=95.2
C 0.902 -1.501 0.224 0.7937 1.6883 0.4794
C 1.815 -0.164 0.358 -1.1581 -1.8334 -1.3574
C 1.047 1.060 0.137 -1.1604 0.0455 3.4212
C -1.394 0.123 -0.557 0.5386 -0.5573 -0.0905
C -2.768 0.762 -0.414 0.3451 1.7834 -1.7578
O 2.967 -0.223 -0.484 -1.0623 -0.2677 -0.4857
O 0.825 1.930 1.191 1.3491 -1.7806 1.8665
P -0.826 -1.108 0.629 -0.0394 2.2471 1.5575
H 0.995 -1.869 -0.783 0.2479 -0.5069 -0.3864
H 1.194 -2.217 1.015 0.1950 0.0342 -0.8282
H 2.131 -0.243 1.341 0.9242 0.3805 2.0752
H 0.936 1.520 -0.756 -0.0537 1.2590 -2.6524
H -0.931 0.087 -1.549 -0.3958 0.1400 0.1468
H -2.777 1.749 -1.109 -0.3239 -2.4459 1.2478
H -2.940 1.196 0.580 -0.0304 -0.6066 -0.0475
H -3.601 0.029 -0.710 1.0351 1.2032 0.3951
H 2.507 -0.338 -1.334 1.0248 -0.0009 -0.1260
H 1.170 1.479 2.063 -1.0995 1.3127 -2.5201
H -1.254 -2.271 0.158 -1.1299 -2.0945 -0.9375